Arrangement A

Molecular formula: C5H15N2S
Method: DFT, the ωB97M-V functional and the def2-TZVPD basis

Its charge is +1. The calculation puts the LUMO energy at -3.67 eV. Its spin multiplicity is 1. Its HOMO-LUMO gap is 8.0587 eV. As for the structure (SMILES): [NH3+]CCNCCCS. The HOMO energy comes out at -11.7 eV.

Structure (XYZ):
```
23
Properties=species:S:1:pos:R:3:lowdin_charge:R:1
N 2.85960 -1.39607 -1.14739 0.19
C 2.59279 -0.68985 0.26125 -0.05
C 1.68145 0.58425 -0.07971 -0.18
N 0.28420 0.08879 0.20163 -0.12
C -0.88349 0.47032 -0.62257 -0.23
C -2.16340 -0.26021 -0.06373 -0.25
C -3.10998 0.74288 0.59019 -0.46
S -2.37712 1.31938 2.29065 0.69
H 2.08898 -2.11204 -1.25310 0.19
H 2.88995 -0.76698 -1.91885 0.13
H 3.78110 -1.86165 -1.19435 0.17
H 2.07824 -1.47595 0.75149 0.10
H 3.45840 -0.35376 0.82762 0.12
H 1.66456 1.06906 -1.11214 0.13
H 1.94874 1.59527 0.47237 0.15
H -0.10523 0.39423 1.11705 0.07
H -0.67523 0.02947 -1.56760 0.08
H -0.90030 1.61205 -0.78297 0.14
H -2.76068 -0.57583 -0.86058 0.08
H -1.97776 -1.08280 0.61103 0.11
H -3.15610 1.58581 -0.17061 0.09
H -4.14796 0.55472 0.59830 0.05
H -3.07076 0.52891 3.05200 -0.19
```

Arrangement B

Molecular formula: C5H15N2S
Method: DFT, the ωB97M-V functional and the def2-TZVPD basis

Its charge is +1. The calculation puts the LUMO energy at -3.07 eV. Its spin multiplicity is 1. Its HOMO-LUMO gap is 10.4977 eV. As for the structure (SMILES): CC[NH+](CC)SCN. The HOMO energy comes out at -13.6 eV.

Structure (XYZ):
```
23
Properties=species:S:1:pos:R:3:lowdin_charge:R:1
C -0.55274 1.12883 -2.15711 -0.06
C 0.11841 -0.15281 -1.69131 -0.24
N -0.09249 -0.40906 -0.24537 -0.45
C -1.48810 -0.78740 0.07808 -0.24
C -1.72301 -0.87615 1.57326 -0.08
S 1.09635 -1.57242 0.38940 0.95
C 2.36073 -0.07096 1.00783 -0.32
N 1.51325 1.00811 1.33056 -0.03
H -0.37304 1.93742 -1.45131 0.08
H -0.12705 1.42248 -3.11326 0.09
H -1.62429 1.01173 -2.29916 0.08
H -0.25319 -1.01652 -2.24408 0.13
H 1.19548 -0.08303 -1.85441 0.11
H 0.19352 0.45538 0.32045 0.09
H -1.69294 -1.74914 -0.39754 0.13
H -2.14564 -0.03387 -0.35783 0.13
H -1.56167 0.08204 2.05834 0.08
H -2.75157 -1.17606 1.75074 0.09
H -1.07602 -1.62099 2.02898 0.05
H 2.99166 0.10769 0.14493 0.08
H 2.88422 -0.56601 1.81768 0.08
H 1.27160 1.05316 2.31331 0.12
H 1.83654 1.90757 0.99784 0.12
```

Stability check: which of them is least stable? arrangement A.

Arrangement A

Molecular formula: C21H26NO3
Method: DFT, the ωB97M-V functional and the def2-TZVPD basis

Its charge is +1. The calculation puts the LUMO energy at -2.23 eV. Its spin multiplicity is 1. Its HOMO-LUMO gap is 8.6599 eV. As for the structure (SMILES): CC[N+](C)(CC)CCOC(=O)C1c2ccccc2Oc2ccccc21. The HOMO energy comes out at -10.9 eV.

Structure (XYZ):
```
51
Properties=species:S:1:pos:R:3:lowdin_charge:R:1
C -0.95733 2.71575 -2.58297 -0.03
C 0.13781 1.90784 -1.90604 -0.16
N 1.13850 1.27510 -2.81917 -0.28
C 0.44779 0.31065 -3.70461 0.01
C 1.80647 2.27591 -3.70897 -0.17
C 2.64255 3.34433 -3.02474 -0.04
C 2.14347 0.48649 -2.03402 -0.07
C 2.60862 1.01919 -0.67261 -0.12
O 1.62656 0.92459 0.34781 -0.01
C 1.30806 -0.32388 0.76942 -0.40
O 1.77451 -1.30577 0.26293 0.16
C 0.26113 -0.28758 1.87019 -0.09
C -0.95038 0.41947 1.31330 -0.12
C -1.13087 1.79009 1.42310 -0.02
C -2.21923 2.40502 0.83026 -0.09
C -3.13290 1.64848 0.11019 -0.08
C -2.97680 0.28025 0.00648 0.01
C -1.89240 -0.34312 0.62055 -0.20
O -1.80376 -1.69770 0.52325 0.08
C -1.07463 -2.35092 1.49185 -0.18
C -1.36906 -3.68830 1.72216 0.02
C -0.68665 -4.37518 2.70759 -0.06
C 0.27317 -3.73146 3.47252 -0.07
C 0.56958 -2.40210 3.23370 -0.01
C -0.09426 -1.70369 2.23750 -0.12
H -1.55144 2.12281 -3.27128 0.09
H -0.57421 3.59221 -3.09723 0.08
H -1.62617 3.06194 -1.79862 0.07
H -0.32450 1.10552 -1.32762 0.13
H 0.66826 2.55223 -1.20710 0.13
H 1.17789 -0.27197 -4.26394 0.12
H -0.19082 0.83237 -4.41314 0.11
H -0.16508 -0.36849 -3.11413 0.13
H 1.02301 2.75747 -4.29502 0.13
H 2.44181 1.71770 -4.40039 0.14
H 3.53887 2.93501 -2.56911 0.08
H 2.07758 3.90173 -2.28369 0.09
H 2.96240 4.05075 -3.78740 0.10
H 1.72138 -0.50295 -1.83973 0.13
H 3.02575 0.35558 -2.66266 0.15
H 2.90790 2.06594 -0.68433 0.12
H 3.46992 0.40089 -0.38969 0.15
H 0.67891 0.26667 2.71568 0.17
H -0.41159 2.37227 1.97862 0.13
H -2.35973 3.46941 0.93678 0.11
H -3.98380 2.12325 -0.35344 0.11
H -3.69178 -0.32947 -0.52217 0.12
H -2.13048 -4.16514 1.12612 0.12
H -0.91185 -5.41498 2.88505 0.11
H 0.79691 -4.26762 4.24790 0.11
H 1.32753 -1.89977 3.81615 0.12
```

Arrangement B

Molecular formula: C21H26NO3
Method: DFT, the ωB97M-V functional and the def2-TZVPD basis

Its charge is +1. The calculation puts the LUMO energy at -4.83 eV. Its spin multiplicity is 1. Its HOMO-LUMO gap is 5.7090 eV. The HOMO energy comes out at -10.5 eV.

Structure (XYZ):
```
51
Properties=species:S:1:pos:R:3:lowdin_charge:R:1
C -4.40738 5.73119 1.90348 -0.04
O -4.55069 4.35813 2.32687 -0.05
C -3.44040 3.56944 2.28905 -0.21
C -3.60731 2.17327 2.49533 0.03
C -2.55402 1.31866 2.29336 0.00
C -1.28544 1.80743 1.89922 -0.17
C -0.20765 0.84574 1.75522 -0.05
O 1.03637 1.26235 1.92539 -0.05
C 1.94115 0.53652 2.79461 0.02
C -1.07163 3.20793 1.84639 0.03
C -2.12929 4.07982 2.05136 0.02
H -5.42728 6.09425 1.81814 0.10
H -3.86508 6.30837 2.66057 0.10
H -3.89648 5.81238 0.93593 0.10
H -4.59400 1.81786 2.78662 0.13
H -2.66876 0.24465 2.43337 0.13
H -0.43271 -0.22205 1.97444 0.16
H 2.89590 1.06513 2.69956 0.11
H 1.56966 0.58962 3.83048 0.11
H 2.04752 -0.51361 2.48069 0.09
H -0.06858 3.59226 1.65729 0.14
H -1.96150 5.15717 2.00786 0.12
C 0.20556 -1.36550 -4.96150 -0.17
C 0.08584 -0.79387 -3.55198 -0.13
N 0.68467 -1.63043 -2.52261 -0.06
C 0.58986 -1.16495 -1.23969 -0.27
C -0.20933 -0.12910 -0.83451 0.08
C 1.44299 -1.88798 -0.23063 -0.22
C 0.86337 -2.77626 0.67772 -0.04
C 1.67883 -3.48049 1.57084 -0.07
C 3.05486 -3.25420 1.59426 -0.08
C 3.62387 -2.33433 0.71177 -0.07
C 2.81975 -1.64852 -0.19168 -0.05
C 1.55701 -2.75527 -2.81972 -0.13
C 1.37247 -3.26930 -4.24312 -0.17
O 1.36441 -2.17635 -5.16413 -0.12
H -0.70967 -1.94376 -5.18917 0.13
H 0.33904 -0.55664 -5.68530 0.13
H 0.54189 0.21193 -3.55533 0.13
H -0.97504 -0.66411 -3.31377 0.12
H -0.18099 0.10933 0.21531 -0.01
H -0.79238 0.49567 -1.50876 0.06
H -0.21361 -2.94194 0.63802 0.12
H 1.22605 -4.20025 2.25038 0.11
H 3.69145 -3.80341 2.29472 0.11
H 4.69584 -2.14352 0.71930 0.11
H 3.24847 -0.93394 -0.89871 0.13
H 2.61690 -2.47233 -2.69998 0.12
H 1.36081 -3.57225 -2.11244 0.13
H 2.24591 -3.86823 -4.53088 0.13
H 0.44877 -3.88649 -4.28366 0.13
```

Stability check: which of them is least stable? arrangement B.

Arrangement A

Molecular formula: C3H12N2OS
Method: DFT, the ωB97M-V functional and the def2-TZVPD basis

The calculation puts the LUMO energy at 0.71 eV. Its spin multiplicity is 1. Its HOMO-LUMO gap is 10.0390 eV. As for the structure (SMILES): NC[C@H](N)CS.O. The HOMO energy comes out at -9.3 eV.

Structure (XYZ):
```
19
Properties=species:S:1:pos:R:3:lowdin_charge:R:1
N 2.07575 -0.23679 -0.04323 0.01
C 0.93416 0.01987 -0.90291 -0.26
C -0.26071 0.50046 -0.07741 -0.48
N -0.79774 -0.62520 0.69027 0.02
C -1.23406 1.25622 -0.98877 -0.50
S -2.89249 1.56129 -0.22862 0.70
H 1.97326 -1.11334 0.45441 0.04
H 2.95412 -0.20583 -0.54103 0.07
H 0.61459 -0.86915 -1.46920 0.12
H 1.18612 0.77208 -1.63862 0.11
H 0.15081 1.18452 0.65045 0.13
H -1.12392 -1.34862 0.05437 0.09
H -1.65583 -0.28168 1.12515 0.04
H -1.42613 0.73852 -1.92659 0.07
H -0.83354 2.24651 -1.19268 0.07
H -3.59449 0.78174 -1.04990 -0.16
O 1.48216 -1.84077 2.47888 -0.10
H 1.85106 -0.93859 2.46597 0.03
H 0.59688 -1.60125 2.13945 0.00
```

Arrangement B

Molecular formula: C3H12N2OS
Method: DFT, the ωB97M-V functional and the def2-TZVPD basis

The calculation puts the LUMO energy at 0.94 eV. Its spin multiplicity is 1. Its HOMO-LUMO gap is 9.6435 eV. As for the structure (SMILES): NCNCCS.O. The HOMO energy comes out at -8.7 eV.

Structure (XYZ):
```
19
Properties=species:S:1:pos:R:3:lowdin_charge:R:1
N -2.61508 1.04087 -0.02891 0.02
C -2.36291 -0.29030 -0.35489 -0.33
N -1.04750 -0.79980 0.11437 -0.10
C -0.04331 -0.78483 -0.95066 -0.33
C 1.30313 -1.29928 -0.45917 -0.53
S 2.48493 0.06998 -0.17077 0.70
H -2.50747 1.80968 -0.66141 0.08
H -2.80037 1.28555 0.92451 0.08
H -2.41226 -0.45410 -1.43651 0.11
H -3.12961 -0.94995 0.07312 0.12
H -1.22944 -1.75481 0.41035 0.10
H 0.03693 0.26593 -1.25666 0.10
H -0.37019 -1.29255 -1.87279 0.11
H 1.76677 -1.93545 -1.20330 0.05
H 1.20444 -1.85976 0.46342 0.07
H 2.22273 0.21278 1.13047 -0.16
O 0.00790 1.67605 1.53319 -0.10
H -0.45576 0.92407 1.13444 -0.02
H 0.04258 1.50686 2.48000 0.03
```

Stability check: which of them is least stable? arrangement B.